Entry from OMol25: C14H28Cl2KLiN3O4 as an isolated structure in a non-equilibrium geometry (ωB97M-V/def2-TZVPD).

Geometry as XYZ:
```
53
C14H28Cl2KLiN3O4 ωB97M-V/def2-TZVPD
O -4.29 2.65 5.85
C -4.24 1.87 4.89
O -4.89 0.81 4.79
N -3.35 2.24 3.78
C -2.00 2.31 4.36
C -0.91 1.75 3.45
N -1.19 0.30 3.13
C -2.65 0.01 3.05
O -2.87 -0.94 2.03
C -3.44 1.26 2.72
H -2.00 1.69 5.26
H -1.76 3.32 4.66
H -0.74 2.30 2.51
H 0.01 1.81 4.03
H -0.74 0.14 2.22
H -0.76 -0.26 3.86
H -2.96 -0.43 3.99
H -3.23 -1.73 2.44
H -3.02 1.65 1.78
H -4.46 0.99 2.50
C 4.05 -0.88 -2.25
C 2.79 -0.02 -2.46
C 2.32 -0.18 -3.91
C 1.70 -1.54 -4.25
C 1.03 -2.21 -3.05
C 0.61 -1.25 -1.92
N 1.81 -0.50 -1.48
O 1.55 0.38 -0.44
C 0.11 -2.15 -0.76
C -0.57 -0.39 -2.38
C 3.19 1.44 -2.30
H 4.43 -0.75 -1.23
H 4.85 -0.60 -2.93
H 3.85 -1.94 -2.39
H 1.59 0.60 -4.14
H 3.16 0.01 -4.59
H 0.96 -1.40 -5.05
H 2.46 -2.21 -4.66
H 0.17 -2.79 -3.39
H 1.73 -2.95 -2.64
H 0.92 -2.75 -0.37
H -0.67 -2.84 -1.09
H -0.31 -1.55 0.07
H -1.41 -1.03 -2.68
H -0.32 0.24 -3.24
H -0.93 0.26 -1.58
H 3.96 1.70 -3.03
H 3.61 1.64 -1.32
H 2.35 2.11 -2.46
Li -1.39 -4.08 -1.92
Cl 0.12 1.90 0.39
K 1.78 -1.93 0.61
Cl -0.03 3.93 1.56
```

Results
* energy above the lowest of the compared OMol25 structures with the same formula, charge and spin: 0.0 kJ/mol
* total charge: -1
* HOMO-LUMO gap: 0.0813 Eh

These are the Löwdin partial charges, in e, on atoms 1 to 2: atom 1 (O): -0.04, atom 2 (C): -0.78